# 1
ORCA calculation (ωB97M-V/def2-TZVPD) on an isolated molecule of C11H13N3OS in a non-equilibrium geometry.

Geometry as XYZ:
```
29
Properties=species:S:1:pos:R:3:forces:R:3
C -0.45011 -4.15752 -3.09146 -0.057 0.151 0.007
C -1.35395 -3.15826 -2.36333 -0.047 -0.326 0.112
C -2.71353 -3.77611 -2.04970 0.154 0.182 0.009
C -0.66439 -2.76725 -1.06720 -0.095 0.374 -0.300
O -0.71951 -3.39275 -0.03114 -0.021 -0.251 0.231
N 0.09756 -1.64605 -1.16822 0.162 0.782 0.191
N 0.86851 -1.21442 -0.08465 0.100 -1.076 -0.166
C 0.68798 0.03882 0.40638 -0.461 1.060 -0.411
N 1.11149 0.44212 1.54263 0.305 -0.947 0.250
C 0.90528 1.78226 1.71633 -0.367 0.704 -0.416
C 1.24511 2.51827 2.84524 -0.013 -0.083 -0.057
C 0.96666 3.87006 2.87158 0.026 0.015 0.065
C 0.35573 4.50056 1.79270 -0.059 0.124 -0.068
C 0.00760 3.78898 0.65870 -0.039 0.053 -0.016
C 0.28462 2.43644 0.62964 0.187 -0.235 0.179
S -0.03916 1.28976 -0.64414 0.142 -0.333 0.424
H 0.51832 -3.71571 -3.31718 0.108 -0.027 -0.055
H -0.29413 -5.03491 -2.46859 0.024 -0.098 0.046
H -0.91431 -4.47106 -4.02342 -0.016 -0.040 -0.086
H -1.48627 -2.26794 -2.98652 0.037 -0.001 0.046
H -2.58840 -4.59319 -1.34404 -0.019 -0.065 0.040
H -3.17588 -4.15659 -2.95686 -0.044 -0.020 -0.090
H -3.37394 -3.03669 -1.60309 -0.120 0.006 0.056
H 0.21697 -1.12468 -2.02388 0.081 -0.292 0.034
H 0.95534 -1.95291 0.61155 0.009 0.160 -0.155
H 1.71775 2.01941 3.67567 0.057 -0.053 0.110
H 1.22672 4.44924 3.74488 0.024 0.046 0.072
H 0.14819 5.55885 1.83793 -0.011 0.090 0.008
H -0.46759 4.27187 -0.18111 -0.047 0.099 -0.058
```
Positions in Å, forces in eV/Å.

Output
Total charge = 0
SMILES = CC(C)C(=O)NNc1nc2ccccc2s1
Spin multiplicity = 1
Molecular weight = 235.31 g/mol

# 2
ORCA calculation (ωB97M-V/def2-TZVPD) on an isolated molecule of C11H13NO2 in a non-equilibrium geometry.

Geometry as XYZ:
```
27
Properties=species:S:1:pos:R:3:forces:R:3
C -4.66089 0.84295 -0.14487 -0.481 1.128 1.022
C -3.19937 0.74980 -0.39539 3.246 3.279 2.956
C -2.60446 -0.50324 0.15686 1.312 -0.490 2.268
O -1.36575 -0.93694 -0.38698 1.767 -0.057 0.043
C -0.15111 -0.66039 0.26636 -0.897 1.178 -2.144
N 0.86638 -1.58346 -0.08734 -3.223 -2.869 -0.909
C 2.09175 -0.96043 -0.11446 1.080 -0.317 -0.484
C 3.34219 -1.50779 -0.43256 -0.338 0.371 -0.261
C 4.51283 -0.69971 -0.33272 -4.151 0.359 0.845
C 4.35638 0.59867 0.12213 0.120 1.317 0.929
C 3.05812 1.15458 0.46881 1.937 -1.972 -2.289
C 1.93734 0.38837 0.23159 -0.207 0.534 0.924
C 0.45581 0.66342 0.43667 2.454 1.378 -1.347
O -0.05944 -0.04498 1.49871 -1.343 -2.045 2.724
H -5.00666 -0.08391 -0.58222 -1.260 0.212 -0.268
H -5.01294 0.92853 0.94559 0.939 -0.460 -1.432
H -4.95817 1.81414 -0.58789 -0.606 -0.967 -0.221
H -2.61623 1.73915 0.07436 -1.382 -2.417 -0.801
H -2.87461 0.84466 -1.39178 -0.308 -0.107 -1.688
H -2.37627 -0.44279 1.27894 -1.208 -0.171 -1.333
H -3.22087 -1.33356 -0.14510 -0.748 -0.346 0.524
H 0.40869 -2.42285 -0.62596 2.176 2.179 1.192
H 3.31721 -2.51497 -0.86047 0.472 0.240 0.364
H 5.41385 -1.11801 -0.56701 2.328 -0.799 -0.617
H 5.28229 1.23308 0.26171 -1.295 -0.687 -0.219
H 3.01546 2.19429 0.54888 -0.236 1.483 0.795
H 0.04849 1.66138 0.36414 -0.148 0.046 -0.574
```
Positions in Å, forces in eV/Å.

Output
Total charge = 0
SMILES = CCCO[C@@]12Nc3ccccc3[C@@H]1O2
Spin multiplicity = 1
Molecular weight = 191.23 g/mol

Computed energy relative to the best compared isomer or geometry (same formula, charge and spin) (kJ/mol) in order:
0.0 376.6
Computed gap between HOMO and LUMO (hartree) in order:
0.3178 0.3293
Computed HOMO (eV) in order:
-8.225 -8.027